54
Properties=species:S:1:pos:R:3 method="wB97M-V/def2-TZVPD" homo_energy_ha=-0.312 gap_ev=8.5 e_above_lowest_ev=19.624 molar_mass_g_mol=441.99
C 0.748 -0.886 -4.849
H 0.045 -0.357 -5.642
H 1.627 -0.148 -4.782
H 1.232 -1.653 -5.352
C 0.086 -1.018 -3.548
C -0.733 -0.067 -2.902
N -1.894 0.371 -3.378
N -2.066 1.518 -2.826
C -1.241 1.646 -1.802
N -0.382 0.674 -1.897
C 0.864 0.363 -0.937
C 1.090 -0.678 -0.239
C 1.864 -0.596 0.640
C 2.753 0.220 0.901
C 2.584 1.618 0.253
C 1.440 1.540 -0.564
H 1.185 2.606 -1.172
H 3.059 2.342 0.572
Cl 4.032 0.158 1.992
H 2.070 -1.845 1.223
H 0.336 -1.459 -0.450
S -1.462 2.591 -0.403
C -2.624 1.708 0.486
H -3.003 2.320 1.409
C -1.759 0.598 0.836
O -2.261 -0.523 0.265
N -1.308 0.744 2.020
C -0.397 -0.545 2.511
C -0.783 -1.870 2.507
C -0.025 -2.729 3.125
C 1.107 -2.283 3.985
C 1.257 -0.771 4.236
C 0.424 -0.042 3.482
C 0.354 1.602 3.579
H 1.326 1.926 3.180
H 0.412 1.731 4.468
C -0.665 1.990 2.557
H -1.742 2.052 3.294
H -0.460 2.567 1.888
H 1.994 -0.675 5.048
H 1.415 -3.028 4.580
H -0.125 -3.980 3.167
H -1.466 -2.157 1.799
H -3.633 1.679 -0.054
N -0.534 -2.439 -3.642
C -1.248 -2.934 -2.578
H -1.951 -2.246 -1.951
H -1.880 -3.834 -2.717
H -0.186 -3.209 -1.880
C -1.657 -2.424 -4.570
H -1.238 -2.107 -5.708
H -2.413 -1.582 -4.478
H -2.173 -3.298 -4.982
H 0.768 -1.520 -2.809